The following is a DFT calculation (the ωB97M-V functional and the def2-TZVPD basis) of 2 unconnected molecules or ions with the total composition C3H9N6OS.

The geometry in XYZ format:
```
20
Properties=species:S:1:pos:R:3:forces:R:3
C 0.8444 1.1488 0.2742 0.53 0.09 -0.17
C 1.4707 -1.0038 0.0895 -2.40 -2.58 0.06
C -0.9108 -0.4518 -0.1189 -0.09 -1.41 -2.81
N 1.7753 0.2193 0.1889 1.55 2.86 0.13
N -0.4439 0.8438 0.1224 -3.64 0.98 0.29
N 0.1350 -1.4056 0.0198 -0.19 1.86 -0.05
N 1.1332 2.4126 0.5395 1.19 -1.74 -0.01
N 2.4019 -1.9339 0.1583 2.54 3.06 -0.34
N -1.3398 2.0034 0.1444 -0.25 -0.67 1.55
O -1.4583 -0.5198 -2.0937 0.41 -0.42 2.86
S -2.5057 -0.8499 0.5803 0.20 1.49 1.33
H -0.1808 -2.3488 0.0411 0.20 -0.69 -0.08
H 2.0995 2.4926 0.8544 -0.54 0.81 0.00
H 0.3119 2.9219 0.7950 0.12 1.13 0.11
H 3.4040 -1.5782 0.0923 -2.00 -1.07 0.28
H 2.1589 -2.8593 0.1536 -0.20 -2.64 -0.18
H -2.0157 2.1377 0.9778 1.72 -1.21 -1.38
H -1.8958 1.9395 -0.6782 -0.43 -0.03 -0.97
H -2.1915 -1.1948 -2.1253 1.03 1.02 0.19
H -2.7925 -1.9737 -0.0154 0.24 -0.83 -0.81
```
Positions in Å, forces in eV/Å.

For the lowest unoccupied orbital energy (alpha / beta), the calculation gives -3.4 / -3.4 eV. The HOMO-LUMO gap (alpha / beta) comes out at 9.5 / 9.5 eV. Its net charge is +1.